Computed, not measured: 14 unconnected molecules or ions with the total composition C50H126N2O28, with the ωB97M-V functional and the def2-TZVPD basis.

For the energy, the calculation gives -114179.5067 eV. The calculation puts the gap between HOMO and LUMO at 9.693 eV. The LUMO energy is 0.363 eV.

Element x y z (Å)
C: 0.46 -1.51 0.05
N: -0.16 -0.19 -0.21
O: -1.29 -0.12 0.14
O: 0.55 0.68 -0.71
H: 0.33 -1.68 1.12
H: 1.54 -1.57 -0.07
H: -0.06 -2.31 -0.47
C: -0.88 -4.43 -3.08
N: -2.20 -4.99 -3.55
O: -2.15 -5.91 -4.27
O: -3.22 -4.52 -3.02
H: -0.38 -5.17 -2.46
H: -1.05 -3.50 -2.54
H: -0.29 -4.31 -4.00
C: -5.30 -2.18 -8.11
O: -6.31 -2.33 -7.15
C: -6.84 -1.17 -6.58
C: -6.17 -0.80 -5.22
O: -4.88 -0.22 -5.35
C: -4.23 0.10 -4.09
H: -4.44 -1.65 -7.70
H: -5.79 -1.74 -8.98
H: -5.00 -3.19 -8.37
H: -7.88 -1.42 -6.38
H: -6.87 -0.27 -7.20
H: -6.18 -1.70 -4.61
H: -6.70 -0.05 -4.64
H: -3.28 0.60 -4.31
H: -4.01 -0.69 -3.37
H: -4.88 0.73 -3.49
C: 1.41 -4.63 3.83
O: 1.90 -5.62 2.90
C: 3.25 -5.96 3.24
C: 3.73 -7.11 2.31
O: 3.62 -6.78 0.94
C: 3.98 -7.83 0.07
H: 1.99 -3.71 3.94
H: 1.35 -4.99 4.85
H: 0.49 -4.18 3.47
H: 3.47 -6.09 4.30
H: 3.83 -5.10 2.92
H: 3.15 -8.02 2.47
H: 4.73 -7.45 2.57
H: 4.95 -7.54 -0.34
H: 3.21 -7.89 -0.70
H: 4.01 -8.83 0.51
C: 4.29 8.22 -2.22
O: 3.91 6.90 -2.04
C: 3.18 6.36 -3.16
C: 2.80 4.85 -2.93
O: 3.90 3.97 -3.10
C: 3.45 2.67 -3.02
H: 4.57 8.64 -1.25
H: 3.56 8.91 -2.64
H: 5.21 8.25 -2.80
H: 3.77 6.45 -4.07
H: 2.30 6.96 -3.40
H: 2.06 4.63 -3.70
H: 2.36 4.75 -1.94
H: 4.23 1.97 -3.33
H: 2.66 2.48 -3.75
H: 3.12 2.36 -2.03
C: 3.20 -4.42 -1.86
O: 2.88 -3.51 -0.85
C: 3.95 -3.41 0.14
C: 5.03 -2.39 -0.27
O: 4.43 -1.06 -0.40
C: 5.43 -0.13 -0.90
H: 2.41 -4.51 -2.61
H: 3.41 -5.42 -1.48
H: 4.13 -4.16 -2.36
H: 4.47 -4.34 0.37
H: 3.44 -3.09 1.05
H: 5.36 -2.74 -1.25
H: 5.88 -2.51 0.40
H: 6.16 0.25 -0.18
H: 4.82 0.68 -1.29
H: 5.99 -0.48 -1.77
C: -0.16 3.26 2.16
O: -0.62 4.64 2.09
C: -1.72 4.79 1.22
C: -2.39 6.26 1.40
O: -1.61 7.36 0.83
C: -2.25 8.64 0.92
H: 0.70 3.05 2.79
H: 0.17 2.87 1.20
H: -0.92 2.55 2.50
H: -2.49 4.02 1.33
H: -1.32 4.72 0.21
H: -2.43 6.41 2.48
H: -3.39 6.22 0.98
H: -3.27 8.62 0.53
H: -1.82 9.35 0.21
H: -2.15 9.03 1.93
C: -3.90 -6.01 9.00
O: -3.48 -5.72 7.71
C: -4.51 -5.09 6.92
C: -4.01 -4.70 5.50
O: -2.82 -3.96 5.55
C: -1.71 -4.80 5.27
H: -3.10 -6.61 9.43
H: -4.80 -6.61 9.13
H: -4.01 -5.12 9.62
H: -4.85 -4.22 7.48
H: -5.35 -5.78 6.88
H: -4.70 -3.97 5.07
H: -3.93 -5.56 4.84
H: -1.53 -5.65 5.93
H: -0.91 -4.13 5.58
H: -1.71 -5.01 4.20
C: -3.62 -2.48 -0.01
O: -2.49 -3.33 -0.15
C: -2.62 -4.53 0.68
C: -1.35 -5.29 1.02
O: -0.72 -5.71 -0.15
C: 0.62 -6.22 -0.01
H: -3.69 -2.16 1.03
H: -4.58 -2.87 -0.37
H: -3.35 -1.60 -0.60
H: -3.30 -5.26 0.23
H: -3.05 -4.19 1.62
H: -1.49 -6.14 1.69
H: -0.78 -4.52 1.53
H: 0.92 -6.89 -0.82
H: 0.78 -6.69 0.96
H: 1.36 -5.42 0.07
C: -3.76 3.93 4.76
O: -4.38 3.96 3.49
C: -4.85 2.70 2.94
C: -3.81 1.64 2.53
O: -3.14 1.20 3.72
C: -2.48 -0.06 3.44
H: -3.43 4.95 4.94
H: -2.82 3.38 4.80
H: -4.44 3.56 5.53
H: -5.39 2.87 2.01
H: -5.55 2.17 3.58
H: -3.12 1.97 1.76
H: -4.39 0.81 2.13
H: -1.88 -0.08 2.54
H: -3.18 -0.88 3.30
H: -1.79 -0.31 4.25
C: 1.46 -0.28 4.11
O: 1.65 -0.10 2.76
C: 3.02 -0.20 2.27
C: 4.05 0.83 2.68
O: 4.29 0.77 4.09
C: 5.17 1.75 4.55
H: 0.48 -0.73 4.32
H: 1.47 0.67 4.64
H: 2.24 -0.84 4.63
H: 2.99 -0.15 1.18
H: 3.40 -1.20 2.50
H: 3.80 1.85 2.40
H: 4.98 0.58 2.15
H: 6.18 1.39 4.33
H: 5.10 1.77 5.64
H: 5.07 2.76 4.14
C: 2.43 -1.17 -3.41
O: 1.54 -1.07 -4.56
C: 0.28 -0.50 -4.44
C: -0.68 -1.04 -5.55
O: -1.06 -2.36 -5.26
C: -2.00 -2.82 -6.19
H: 2.81 -0.18 -3.18
H: 3.34 -1.75 -3.58
H: 1.87 -1.66 -2.61
H: 0.45 0.58 -4.47
H: -0.16 -0.79 -3.49
H: -0.21 -0.91 -6.52
H: -1.55 -0.38 -5.52
H: -2.94 -2.41 -5.81
H: -2.07 -3.89 -6.37
H: -1.81 -2.47 -7.20
C: 4.65 3.16 0.38
O: 4.77 4.29 1.26
C: 3.85 5.31 1.01
C: 4.31 6.60 1.67
O: 5.37 7.27 1.05
C: 5.56 8.61 1.48
H: 3.64 2.76 0.26
H: 5.24 2.34 0.80
H: 4.94 3.40 -0.64
H: 2.98 4.92 1.55
H: 3.59 5.49 -0.03
H: 4.58 6.46 2.72
H: 3.46 7.24 1.46
H: 6.48 9.06 1.11
H: 5.77 8.59 2.55
H: 4.77 9.35 1.32
C: -3.14 2.18 -1.44
O: -3.00 3.04 -2.57
C: -1.64 3.21 -3.04
C: -1.60 4.20 -4.23
O: -1.98 5.51 -3.82
C: -3.34 5.89 -3.97
H: -4.14 2.33 -1.04
H: -2.48 2.37 -0.59
H: -3.13 1.14 -1.76
H: -1.32 2.24 -3.40
H: -0.98 3.48 -2.21
H: -2.21 3.81 -5.05
H: -0.56 4.20 -4.56
H: -4.02 5.19 -3.48
H: -3.66 6.16 -4.97
H: -3.43 6.80 -3.37

---

Computed, not measured: 2 unconnected molecules or ions with the total composition C4H13NO, with the ωB97M-V functional and the def2-TZVPD basis.

As for the SMILES: CCC.NCO. For the energy, the calculation gives -7895.6242 eV. The calculation puts the gap between HOMO and LUMO at 10.661 eV. The LUMO energy is 1.016 eV.

Element x y z (Å)
C: 3.26 -0.99 1.75
C: 2.45 -1.79 2.78
C: 2.47 -3.31 2.42
H: 4.24 -1.46 1.61
H: 3.32 0.04 2.09
H: 2.98 -0.91 0.69
H: 1.43 -1.47 2.81
H: 2.99 -1.69 3.72
H: 3.19 -3.34 1.60
H: 2.77 -3.99 3.21
H: 1.53 -3.66 1.99
N: -3.97 1.86 -2.69
C: -4.18 3.03 -3.52
O: -3.46 4.18 -3.10
H: -2.99 1.68 -2.53
H: -4.50 1.81 -1.84
H: -3.78 2.74 -4.49
H: -5.22 3.30 -3.56
H: -2.53 3.98 -2.92

---

Computed, not measured: a single C6H7Br molecule, with the ωB97M-V functional and the def2-TZVPD basis.

As for the SMILES: C#C/C(C)=C(/C)Br. For the energy, the calculation gives -76373.2125 eV. The calculation puts the gap between HOMO and LUMO at 10.160 eV. The LUMO energy is 0.854 eV.

Element x y z (Å)
C: -1.83 -3.31 0.16
C: -1.26 -2.28 0.03
C: -0.42 -0.59 0.04
C: -1.12 0.53 -0.03
C: 1.03 -0.72 0.23
C: -0.65 1.89 0.16
Br: -3.06 0.46 -0.08
H: -2.46 -4.14 0.18
H: 1.14 -1.20 1.20
H: 1.44 0.27 0.32
H: 1.63 -1.47 -0.53
H: 0.38 1.80 -0.15
H: -0.79 2.07 1.34
H: -1.16 2.62 -0.39

---

Computed, not measured: a single CCl2S molecule, with the ωB97M-V functional and the def2-TZVPD basis.

As for the SMILES: S=C(Cl)Cl. For the energy, the calculation gives -36916.2038 eV. The calculation puts the gap between HOMO and LUMO at 8.455 eV. The LUMO energy is -0.933 eV.

Element x y z (Å)
S: -0.17 -0.86 -1.41
Cl: 1.29 -0.17 1.09
Cl: -1.18 1.05 0.35
C: 0.06 -0.03 -0.03

---

Computed, not measured: a molecular structure, C44H36Cl5F3N4O4P2S3Tl, with the ωB97M-V functional and the def2-TZVPD basis.

Its net charge is +1. For the energy, the calculation gives -186901.3649 eV. The calculation puts the gap between HOMO and LUMO at 7.513 eV. The LUMO energy is -2.145 eV.

Element x y z (Å)
Tl: 2.08 -2.15 -0.33
Cl: 7.36 1.60 1.13
C: 5.67 1.27 1.04
C: 5.08 0.32 1.87
Cl: 6.06 -0.55 2.99
C: 3.72 0.07 1.81
Cl: 3.05 -1.19 2.78
C: 2.82 0.80 0.96
O: 1.55 0.59 0.97
C: 3.49 1.69 0.08
Cl: 2.58 2.45 -1.18
C: 4.86 1.94 0.13
Cl: 5.58 3.06 -0.96
C: -1.65 -3.41 -0.80
C: -0.77 -4.51 -0.30
N: 0.52 -4.42 -0.20
C: 1.07 -5.58 0.30
C: 0.17 -6.57 0.56
S: -1.40 -6.03 0.18
C: 2.52 -5.63 0.55
C: 3.25 -6.74 0.85
S: 4.88 -6.31 1.09
C: 4.50 -4.67 0.77
N: 3.24 -4.47 0.49
C: 5.52 -3.58 0.83
H: -2.59 -3.37 -0.25
H: -1.88 -3.54 -1.86
H: -1.14 -2.46 -0.67
H: 0.35 -7.54 0.98
H: 2.92 -7.76 0.94
H: 6.47 -3.89 0.41
H: 5.69 -3.28 1.87
H: 5.16 -2.71 0.29
C: -2.53 2.07 1.32
P: -0.79 1.59 1.15
C: -0.51 1.83 -0.59
C: -0.32 0.77 -1.46
C: -0.23 1.01 -2.82
C: -0.30 2.31 -3.29
C: -0.47 3.37 -2.42
C: -0.59 3.14 -1.06
C: 0.06 2.59 2.34
C: 1.14 3.38 1.96
C: 1.75 4.20 2.89
C: 1.30 4.22 4.20
C: 0.23 3.42 4.59
C: -0.40 2.61 3.66
P: -3.84 0.89 0.71
C: -3.81 1.10 -1.11
C: -3.90 2.33 -1.76
C: -3.95 2.39 -3.14
C: -3.92 1.22 -3.89
C: -3.83 -0.01 -3.26
C: -3.77 -0.07 -1.87
C: -5.33 1.88 1.13
C: -6.46 1.72 0.33
C: -7.65 2.36 0.65
C: -7.74 3.16 1.78
C: -6.62 3.32 2.59
C: -5.43 2.68 2.26
H: -2.64 3.06 0.89
H: -2.72 2.17 2.40
H: -0.25 -0.24 -1.07
H: -0.10 0.18 -3.50
H: -0.22 2.50 -4.36
H: -0.52 4.39 -2.79
H: -0.74 3.97 -0.38
H: 1.50 3.35 0.94
H: 2.58 4.83 2.59
H: 1.79 4.85 4.93
H: -0.11 3.42 5.61
H: -1.22 1.98 3.98
H: -3.96 3.24 -1.18
H: -4.03 3.35 -3.63
H: -3.97 1.27 -4.97
H: -3.82 -0.92 -3.84
H: -3.72 -1.03 -1.37
H: -6.42 1.11 -0.56
H: -8.52 2.22 0.02
H: -8.67 3.65 2.03
H: -6.67 3.94 3.47
H: -4.58 2.83 2.92
F: -2.79 -0.40 3.60
C: -2.11 -1.49 3.24
F: -2.77 -2.16 2.31
F: -1.92 -2.25 4.30
S: -0.44 -0.99 2.62
O: 0.18 -0.30 3.68
O: -0.97 0.01 1.50
O: 0.10 -2.14 1.97
C: 4.77 -0.40 -2.77
C: 3.86 -1.25 -3.58
N: 2.84 -1.94 -3.13
C: 2.31 -2.60 -4.22
C: 3.02 -2.30 -5.34
N: 4.00 -1.43 -4.91
H: 4.41 -0.36 -1.74
H: 4.81 0.62 -3.14
H: 5.79 -0.79 -2.76
H: 1.46 -3.26 -4.13
H: 2.93 -2.60 -6.36
H: 4.71 -1.01 -5.49

---

Computed, not measured: a molecular structure, C5H8Ag5BBr4F4O3, with the ωB97M-V functional and the def2-TZVPD basis.

Its net charge is +2. For the energy, the calculation gives -323145.8722 eV. The calculation puts the gap between HOMO and LUMO at 3.231 eV. The LUMO energy is -8.688 eV.

Element x y z (Å)
Ag: 3.00 0.27 -1.18
Ag: -1.95 3.31 -4.96
Ag: -4.39 2.86 -0.04
Ag: 1.51 4.82 -1.29
Ag: -0.49 -1.83 -4.90
C: -1.28 0.28 -1.25
O: -0.78 1.30 -0.73
O: -2.19 0.39 -2.03
O: -0.49 -0.62 -1.35
B: -3.08 6.44 -2.19
F: -3.54 7.73 -2.20
F: -2.71 6.04 -0.98
F: -4.03 5.67 -2.83
F: -2.02 6.42 -3.01
Br: -2.22 1.04 4.80
C: -0.37 0.25 4.98
C: -0.50 -1.23 4.65
Br: 1.01 -2.35 5.29
H: -0.01 0.32 6.01
H: 0.28 0.76 4.28
H: -0.58 -1.36 3.57
H: -1.32 -1.75 5.13
Br: 5.11 -4.09 0.03
C: 3.32 -4.90 -0.46
C: 3.18 -4.90 -2.03
Br: 1.38 -5.49 -2.63
H: 2.55 -4.26 -0.02
H: 3.28 -5.83 0.11
H: 3.97 -5.44 -2.56
H: 3.35 -3.84 -2.21

---

Computed, not measured: a molecular structure, C56H45AsF3NO4P2Ru, with the ωB97M-V functional and the def2-TZVPD basis.

Its net charge is +1. For the energy, the calculation gives -158626.0251 eV. The calculation puts the gap between HOMO and LUMO (spin up / spin down) at 5.512 / 5.203 eV. Its spin multiplicity is 2. The LUMO energy (spin up / spin down) is -4.557 / -4.560 eV.

Element x y z (Å)
Ru: 0.48 1.79 0.05
O: -2.55 4.21 1.22
C: -1.39 3.84 1.25
O: -0.94 2.69 1.58
C: -0.26 4.80 0.90
C: -0.39 6.17 1.17
C: 0.71 6.97 1.01
C: 1.93 6.40 0.59
C: 3.13 7.14 0.48
C: 4.28 6.54 0.08
C: 4.30 5.17 -0.24
C: 3.15 4.43 -0.14
C: 1.95 5.02 0.28
N: 0.84 4.24 0.44
H: -1.35 6.54 1.51
H: 0.65 8.03 1.23
H: 3.11 8.19 0.74
H: 5.20 7.11 0.01
H: 5.22 4.70 -0.54
H: 3.15 3.37 -0.36
C: 5.28 -3.54 -2.45
C: 5.72 -2.73 -1.40
C: 4.94 -1.67 -0.99
C: 3.73 -1.41 -1.64
C: 3.32 -2.18 -2.73
C: 4.09 -3.25 -3.11
P: 2.83 0.03 -1.08
C: 1.24 0.36 -1.89
C: 0.95 1.60 -2.48
C: -0.19 1.72 -3.29
C: -1.02 0.64 -3.50
C: -0.72 -0.60 -2.92
C: 0.38 -0.74 -2.11
C: 2.43 -0.35 0.67
C: 2.43 -1.67 1.10
C: 2.27 -1.98 2.45
C: 2.09 -0.96 3.37
C: 2.06 0.37 2.95
C: 2.22 0.68 1.61
H: 5.88 -4.38 -2.76
H: 6.67 -2.92 -0.92
H: 5.24 -1.03 -0.17
H: 2.41 -1.92 -3.26
H: 3.78 -3.86 -3.96
H: 1.67 2.41 -2.46
H: -0.41 2.67 -3.76
H: -1.89 0.73 -4.13
H: -1.34 -1.46 -3.11
H: 0.62 -1.70 -1.68
H: 2.60 -2.48 0.39
H: 2.29 -3.01 2.77
H: 2.00 -1.19 4.42
H: 1.92 1.16 3.68
H: 2.37 1.73 1.34
C: -1.89 -1.42 0.52
C: -0.84 -2.32 1.14
As: -1.02 -4.26 0.75
C: -2.76 -4.69 1.52
C: -3.23 -4.07 2.67
C: -4.41 -4.50 3.26
C: -5.12 -5.56 2.72
C: -4.65 -6.19 1.58
C: -3.47 -5.77 0.99
C: -1.45 -4.15 -1.17
C: -2.74 -4.00 -1.68
C: -2.95 -3.97 -3.05
C: -1.88 -4.08 -3.92
C: -0.59 -4.22 -3.42
C: -0.38 -4.25 -2.05
P: -1.54 0.39 0.88
C: -2.84 1.10 -0.20
C: -2.51 2.12 -1.10
C: -3.44 2.58 -2.02
C: -4.71 2.02 -2.06
C: -5.05 1.03 -1.15
C: -4.13 0.59 -0.22
C: -2.14 0.59 2.59
C: -1.37 0.09 3.64
C: -1.72 0.35 4.96
C: -2.84 1.13 5.24
C: -3.58 1.66 4.19
C: -3.24 1.40 2.88
H: -2.88 -1.67 0.90
H: -1.90 -1.51 -0.57
H: -0.84 -2.22 2.22
H: 0.15 -2.04 0.78
H: -2.68 -3.25 3.11
H: -4.77 -4.01 4.16
H: -6.03 -5.90 3.19
H: -5.20 -7.02 1.15
H: -3.08 -6.28 0.12
H: -3.58 -3.92 -1.00
H: -3.96 -3.85 -3.43
H: -2.05 -4.08 -4.99
H: 0.25 -4.31 -4.11
H: 0.63 -4.39 -1.66
H: -1.51 2.56 -1.07
H: -3.17 3.37 -2.70
H: -5.42 2.35 -2.80
H: -6.05 0.61 -1.16
H: -4.42 -0.17 0.50
H: -0.48 -0.48 3.43
H: -1.10 -0.03 5.76
H: -3.11 1.34 6.26
H: -4.41 2.32 4.40
H: -3.80 1.85 2.08
F: 6.12 2.22 -0.45
C: 5.85 2.06 -1.74
F: 6.61 1.07 -2.19
F: 6.21 3.17 -2.38
C: 4.36 1.77 -1.93
O: 3.93 1.12 -2.86
O: 3.76 1.31 -0.71

---

Energy above the lowest of the compared OMol25 structures with the same formula, charge and spin, record by record: 0.0; 100.0; 314.3; 5.8; 0.0; 1243.6; 171.8 kJ/mol